Entry 1:
C3H10N2O in the gas phase in a non-equilibrium geometry. Source: OMol25; level of theory: wB97M-V/def2-TZVPD.

## Properties
* HOMO: -8.5 eV
* DFT total energy: -305.000749 a.u.
* M: 90.1 g/mol
* SMILES: NCCNCO
* energy relative to the best compared isomer or geometry (same formula, charge and spin): 46.37 kcal/mol

Last column: natural (NBO) charge in e.
Atoms and positions in Å:
C (-0.895278, -0.071038, 0.655532)  -0.2178
N (0.418551, -0.229028, 0.126514)  -0.7015
C (1.467860, 0.237297, 0.976418)  0.1184
O (2.720077, -0.227298, 0.459601)  -0.7123
C (-1.776339, 0.601738, -0.477288)  -0.2176
N (-1.883571, -0.270411, -1.611919)  -0.9025
H (-0.925543, 0.656075, 1.500037)  0.1999
H (-1.420283, -1.023789, 0.795027)  0.1752
H (0.552383, -0.252678, -0.886546)  0.3961
H (1.487190, 1.354217, 1.073216)  0.1278
H (1.334713, -0.068824, 2.018303)  0.1470
H (2.394963, -1.032900, 0.032843)  0.4647
H (-2.716675, 1.117159, -0.205457)  0.1747
H (-1.106226, 1.446725, -0.767292)  0.1790
H (-1.678200, 0.103451, -2.538142)  0.3913
H (-2.130062, -1.216718, -1.427763)  0.3776

Force components x, y, z for each atom (eV/Å):
C -2.3 1.2 -1.8
N 0.5 -0.9 0.7
C 0.8 1.3 -0.2
O -1.1 0.2 0.1
C 1.6 1.4 -0.1
N 0.3 0.9 -0.3
H 0.1 -1.0 -0.2
H 0.3 0.0 1.0
H -0.2 0.5 0.7
H 0.4 -0.5 -0.5
H -0.3 -0.6 -0.1
H 0.7 -0.2 0.0
H 0.1 -0.7 0.5
H -0.6 -0.3 -0.1
H -0.4 -0.8 0.7
H -0.1 -0.4 -0.5

---

Entry 2:
C3H10N2O in the gas phase in a non-equilibrium geometry. Source: OMol25; level of theory: wB97M-V/def2-TZVPD.

## Properties
* HOMO: -8.4 eV
* DFT total energy: -304.991580 a.u.
* M: 90.1 g/mol
* SMILES: NCNCCO
* energy relative to the best compared isomer or geometry (same formula, charge and spin): 52.13 kcal/mol

Last column: natural (NBO) charge in e.
Atoms and positions in Å:
C (0.535094, -0.677998, 0.231118)  -0.2271
C (1.979580, -0.373735, 0.596413)  -0.0682
O (2.492061, -1.672976, 0.899554)  -0.7261
N (-0.177204, 0.486978, -0.236247)  -0.6526
C (-1.535481, 0.279452, -0.742401)  -0.0467
N (-2.566677, 1.272344, -0.345583)  -0.8324
H (0.408436, -1.453197, -0.515083)  0.1918
H (-0.151234, -1.123380, 0.924308)  0.1725
H (1.930191, 0.260905, 1.477465)  0.1598
H (2.378247, 0.124714, -0.256999)  0.1772
H (3.480282, -1.667808, 1.167866)  0.4749
H (-0.143830, 1.284394, 0.380060)  0.3535
H (-1.358699, 0.288925, -1.801122)  0.1592
H (-2.015606, -0.632788, -0.390914)  0.1625
H (-2.181758, 2.183162, -0.165449)  0.3468
H (-3.073409, 1.421007, -1.222983)  0.3546

Force components x, y, z for each atom (eV/Å):
C -1.7 0.1 -0.7
C -2.0 -1.6 0.8
O 2.9 0.2 0.5
N -0.3 1.4 -0.4
C 0.3 0.3 0.6
N 0.2 0.0 -1.0
H 0.9 0.0 -0.9
H 0.5 -0.5 2.0
H 0.5 0.3 0.1
H 0.9 0.3 -0.5
H -2.5 0.3 -0.7
H 0.0 -0.2 0.4
H -0.7 -0.4 -0.8
H 0.6 -0.7 -0.2
H 0.5 0.4 0.2
H -0.3 0.0 0.5

---

Entry 3:
C3H10N2O in the gas phase in a non-equilibrium geometry. Source: OMol25; level of theory: wB97M-V/def2-TZVPD.

## Properties
* HOMO: -9.4 eV
* DFT total energy: -305.025639 a.u.
* M: 90.1 g/mol
* SMILES: NCCNCO
* energy relative to the best compared isomer or geometry (same formula, charge and spin): 30.75 kcal/mol

Last column: natural (NBO) charge in e.
Atoms and positions in Å:
C (-0.162973, -0.581422, -0.824214)  -0.2501
N (-0.845675, -0.929273, 0.458765)  -0.6422
C (0.085450, -1.128417, 1.553290)  0.0962
O (0.531966, 0.135610, 2.028063)  -0.7325
C (-0.339192, 0.891448, -1.202046)  -0.2350
N (0.933106, 1.607110, -1.011006)  -0.8404
H (-0.627686, -1.214362, -1.583806)  0.1957
H (0.899810, -0.826433, -0.835971)  0.1960
H (-1.270368, -1.831784, 0.278584)  0.3649
H (-0.421610, -1.619327, 2.391645)  0.1610
H (0.964658, -1.688869, 1.241767)  0.1414
H (-0.050131, 0.783206, 1.616207)  0.4685
H (-0.593852, 0.991089, -2.248527)  0.1919
H (-1.146308, 1.280534, -0.570383)  0.1734
H (1.218200, 1.545554, -0.040323)  0.3553
H (0.824603, 2.585335, -1.252041)  0.3558

Force components x, y, z for each atom (eV/Å):
C -0.8 -0.1 -0.1
N 0.8 -0.6 -0.5
C -0.4 0.7 0.3
O 0.3 0.1 -0.3
C 0.7 0.0 0.5
N -0.2 0.0 -0.1
H 0.0 0.1 -0.1
H 0.1 0.0 0.2
H -0.3 0.1 0.3
H 0.0 -0.2 -0.3
H 0.3 -0.2 0.1
H -0.2 0.0 0.2
H -0.3 0.0 -0.2
H -0.2 0.0 -0.3
H 0.1 0.1 0.0
H 0.1 0.0 0.1

---

Entry 4:
2 unconnected molecules or ions with the total composition C3H10N2O in a non-equilibrium geometry. Source: OMol25; level of theory: wB97M-V/def2-TZVPD.

## Properties
* HOMO: -8.8 eV
* DFT total energy: -304.986113 a.u.
* M: 90.1 g/mol
* SMILES: C=CO.NCN
* energy relative to the best compared isomer or geometry (same formula, charge and spin): 55.56 kcal/mol

Last column: natural (NBO) charge in e.
Atoms and positions in Å:
C (-3.069653, -3.599069, -0.915421)  -0.5163
C (-2.470299, -2.427231, -0.709069)  0.1462
O (-1.722394, -2.176243, 0.408010)  -0.6965
H (-3.881953, -3.687868, -1.621280)  0.2126
H (-2.740096, -4.481348, -0.377813)  0.1912
H (-2.310303, -1.717284, -1.515595)  0.1863
H (-1.259780, -2.987253, 0.673116)  0.4766
N (3.025116, 1.857718, 1.028057)  -0.8424
C (1.764702, 1.838971, 0.273915)  -0.0653
N (1.029694, 3.054982, 0.007041)  -0.8757
H (2.899058, 2.248338, 1.955305)  0.3472
H (3.695997, 2.418072, 0.521588)  0.3476
H (1.032081, 1.239526, 0.803414)  0.1765
H (2.046511, 1.295456, -0.630801)  0.1778
H (0.642050, 3.463033, 0.836456)  0.3651
H (1.319271, 3.660199, -0.736923)  0.3691

Force components x, y, z for each atom (eV/Å):
C 0.0 0.3 -0.1
C 0.5 -1.0 -0.2
O 0.9 0.0 -0.4
H 0.5 -0.2 -0.5
H -0.6 0.1 0.5
H -0.9 0.7 0.5
H -0.3 0.2 0.2
N -0.5 0.1 0.0
C 0.1 -0.2 0.1
N 0.1 -0.7 -0.3
H 0.1 0.1 -0.1
H 0.2 0.1 0.1
H 0.3 -0.5 0.3
H -0.5 0.3 -0.3
H 0.0 0.5 -0.1
H 0.2 0.3 0.2

---

| no. | orbital gap (eV) |
| --- | --- |
| 1 | 9.52 |
| 2 | 9.27 |
| 3 | 10.38 |
| 4 | 9.84 |